This record from the OMol25 dataset describes C26H14AgCl4N4O3 as an isolated structure at a distorted geometry. The level of theory is wB97M-V/def2-TZVPD.

Properties
Total charge: -1
HOMO, hartree: -0.0964

XYZ file:
```
52
Properties=species:S:1:pos:R:3:forces:R:3:lowdin_charge:R:1
Ag 2.5311 -3.9599 -0.4525 0.4 -0.5 0.3 0.7642
C -4.2174 8.1217 -0.8386 0.1 0.2 0.2 -0.0958
O -4.4187 7.0316 -1.7029 0.1 -0.5 -0.2 -0.0847
C -3.6520 5.9164 -1.5083 0.0 0.0 0.0 -0.2710
C -3.8864 4.8458 -2.3713 -0.2 0.3 0.0 -0.0055
C -3.1768 3.6736 -2.2475 0.3 0.0 0.3 -0.0242
C -2.2008 3.5312 -1.2540 -0.4 0.7 0.0 -0.1557
C -1.9588 4.6159 -0.4080 0.0 -0.4 -0.3 -0.0106
C -2.6693 5.7915 -0.5298 -0.2 0.3 -0.1 -0.0142
C -1.4031 2.3379 -1.0993 0.6 -0.7 0.2 -0.2685
N -0.4073 2.2080 -0.2460 -0.2 0.5 0.0 0.1870
C 0.1275 0.9797 -0.4692 -0.7 -0.7 -1.0 -0.1692
C -0.5679 0.3325 -1.4942 0.6 0.5 1.0 -0.1325
N -1.5468 1.2098 -1.8686 -0.1 0.2 0.0 0.1789
C -0.2514 -0.9654 -1.9611 0.3 -0.5 -0.1 -0.0797
C -1.0348 -1.6915 -2.8696 0.4 -0.3 0.1 -0.0069
C -0.6029 -2.9431 -3.2520 -0.3 0.5 -0.1 -0.0538
C 0.6275 -3.3969 -2.7929 0.4 0.0 0.1 -0.1245
N 1.3772 -2.7552 -1.9021 -0.7 0.3 -0.3 0.0287
C 0.9228 -1.5666 -1.4292 -0.6 -0.4 -0.8 -0.1287
C 1.6133 -0.9438 -0.3290 0.6 0.7 1.1 -0.1407
N 2.6238 -1.6283 0.2435 -0.3 0.4 0.0 0.0785
C 3.1716 -1.1699 1.3492 0.1 -0.2 -0.2 -0.1019
C 2.7980 0.0322 1.9484 -0.3 0.4 -0.2 -0.0360
C 1.8231 0.7970 1.3440 0.3 -0.2 0.2 -0.0014
C 1.1990 0.3125 0.1925 0.3 -0.6 -0.2 -0.0803
H -4.9268 8.8890 -1.1455 0.1 -0.1 0.0 0.0918
H -3.1999 8.5174 -0.9231 0.0 0.0 0.0 0.0951
H -4.4116 7.8474 0.2036 0.0 0.0 0.0 0.0961
H -4.6312 4.9649 -3.1430 -0.1 0.0 -0.1 0.1175
H -3.3825 2.8716 -2.9424 0.0 -0.1 -0.1 0.1037
H -1.1928 4.5176 0.3433 0.1 0.0 0.1 0.1123
H -2.4428 6.6084 0.1349 0.0 0.1 0.1 0.1019
H -2.2484 1.0443 -2.5661 0.0 0.1 0.0 0.1442
H -1.9597 -1.2793 -3.2504 -0.1 0.0 0.0 0.1069
H -1.1928 -3.5557 -3.9185 0.1 0.0 -0.1 0.1039
H 1.0304 -4.3254 -3.1751 0.0 -0.1 0.1 0.1077
H 3.9426 -1.7898 1.7881 0.1 -0.1 0.0 0.1198
H 3.2728 0.3500 2.8630 0.1 0.0 0.1 0.1039
H 1.5168 1.7486 1.7504 -0.1 0.1 0.0 0.1120
Cl 1.3058 -6.5482 5.8732 -0.1 -0.1 0.3 0.5900
C 2.1103 -6.0023 4.4446 0.6 0.0 0.2 -0.7561
C 3.4920 -5.9455 4.3923 -0.5 -0.1 0.3 -0.7565
Cl 4.4255 -6.3705 5.7827 0.2 -0.1 0.3 0.5881
C 4.1247 -5.5262 3.2247 -0.1 0.1 -0.2 -0.6432
Cl 5.8512 -5.3628 3.2118 0.3 0.0 -0.2 0.6185
C 3.4254 -5.1944 2.0588 0.0 -0.1 0.3 -0.4608
O 4.0280 -4.8225 0.9846 0.1 0.3 -0.5 -0.2304
C 1.9695 -5.2442 2.1216 -0.1 0.0 0.1 -0.4614
O 1.2524 -4.9286 1.1010 -0.1 0.1 -0.3 -0.2361
C 1.3748 -5.6178 3.3287 0.1 0.0 -0.2 -0.6456
Cl -0.3545 -5.5629 3.4053 -0.3 -0.1 0.0 0.6253
```
Positions in Å, forces in eV/Å.


This record from the OMol25 dataset describes C26H14Cl3N3O8Ru as an isolated structure. The level of theory is wB97M-V/def2-TZVPD.

Properties
Energy relative to the best compared isomer or geometry (same formula, charge and spin), kcal per mole: 6.7
Total charge: -1
Multiplicity: 2
HOMO (alpha / beta), hartree: -0.2074 / -0.2032

XYZ file:
```
55
Properties=species:S:1:pos:R:3:forces:R:3:lowdin_charge:R:1
Ru 0.1337 -0.9022 -0.1602 -0.1 0.4 0.3 1.4107
Cl -7.0743 1.2587 0.8964 0.0 0.0 0.0 0.6243
C -5.5102 0.5336 0.6331 0.0 0.0 0.0 -0.6878
C -4.7625 0.9043 -0.4665 0.0 0.0 0.0 -0.1521
C -3.5186 0.3292 -0.6629 0.0 -0.1 0.0 -0.5829
Cl -2.6345 0.7543 -2.0943 0.1 0.1 0.0 0.6936
C -2.9648 -0.6234 0.2197 0.0 0.2 0.2 -0.4769
O -1.8131 -1.1926 0.0663 -0.1 -0.4 -0.2 -0.3040
C -3.7960 -0.9769 1.3088 0.1 0.1 0.0 -0.5910
Cl -3.1978 -2.1585 2.4236 0.0 0.0 0.0 0.6981
C -5.0371 -0.4132 1.5251 0.0 0.0 0.0 -0.1490
H -5.1368 1.6309 -1.1732 0.0 0.0 0.0 0.0993
H -5.6235 -0.7110 2.3823 0.0 0.0 0.0 0.1002
O 3.9103 -1.3571 -1.5752 0.0 0.0 0.0 0.0589
C 2.8924 -1.6387 -0.9705 0.0 0.0 0.0 -0.5747
O 2.0788 -0.7291 -0.5116 0.1 0.0 0.0 -0.2147
C 2.5993 -3.0950 -0.6835 0.0 0.0 0.0 -0.0452
C 3.6966 -3.9289 -0.6717 0.0 0.0 0.0 0.0683
C 3.5492 -5.2803 -0.4019 -0.1 0.0 0.0 -0.1392
C 2.3043 -5.8331 -0.1892 0.0 0.0 0.0 0.0730
C 1.1941 -5.0163 -0.2391 0.1 0.1 -0.1 -0.0442
C 1.2898 -3.6067 -0.4532 0.0 -0.1 0.1 -0.2574
O 0.2306 -2.8651 -0.4310 0.0 0.0 -0.1 -0.2070
N -0.0995 -5.6947 -0.0699 -0.1 -0.1 0.1 -0.3451
O -1.1203 -5.0960 -0.3136 0.0 0.0 -0.1 0.1046
O -0.0682 -6.8602 0.3078 0.0 0.0 0.0 0.0385
N 4.7233 -6.1417 -0.3573 0.1 -0.1 0.0 -0.3622
O 5.8090 -5.6417 -0.5898 0.0 0.0 0.0 0.0646
O 4.5610 -7.3199 -0.0887 0.0 0.0 0.0 0.0577
H 4.6696 -3.5083 -0.8772 0.0 0.0 0.0 0.1313
H 2.1875 -6.8875 -0.0002 0.0 0.0 0.0 0.1269
N 0.0803 0.8692 0.0732 0.1 -0.2 -0.3 -0.0397
C 0.1938 2.1223 0.1091 -0.2 -0.1 0.0 -0.2624
C 0.0754 2.8307 1.4099 0.1 0.0 0.1 -0.1666
C 0.8222 3.9775 1.6674 0.0 0.0 0.0 -0.0361
C 0.7288 4.6066 2.8994 0.0 0.0 0.0 -0.0843
C -0.1094 4.0972 3.8811 0.0 0.0 0.0 -0.0945
C -0.8472 2.9479 3.6316 0.0 0.0 0.0 -0.0758
C -0.7547 2.3146 2.4031 0.0 0.0 0.0 -0.0173
C 0.4040 2.8631 -1.1643 0.0 0.0 -0.1 -0.1817
C 1.1715 2.2837 -2.1730 0.0 0.0 0.1 -0.0150
C 1.3351 2.9446 -3.3798 0.0 0.0 0.0 -0.0713
C 0.7331 4.1780 -3.5892 0.0 0.0 0.0 -0.0937
C -0.0332 4.7544 -2.5859 0.0 0.0 0.0 -0.0857
C -0.1955 4.1018 -1.3738 0.0 0.0 0.0 -0.0418
H 1.4915 4.3627 0.9090 0.0 0.0 0.0 0.1178
H 1.3179 5.4937 3.0946 0.0 0.0 0.0 0.0997
H -0.1865 4.5940 4.8399 0.0 0.0 0.0 0.0977
H -1.4972 2.5423 4.3962 0.0 0.0 0.0 0.1035
H -1.3274 1.4183 2.1994 0.0 0.0 0.0 0.1102
H 1.6478 1.3280 -1.9914 0.0 0.0 0.0 0.1021
H 1.9376 2.4936 -4.1577 0.0 0.0 0.0 0.1047
H 0.8622 4.6911 -4.5339 0.0 0.0 0.0 0.0973
H -0.5119 5.7117 -2.7489 0.0 0.0 0.0 0.0989
H -0.8104 4.5405 -0.5983 0.0 0.0 0.0 0.1173
```
Positions in Å, forces in eV/Å.


This record from the OMol25 dataset describes C26H14F5N4O6PtSe as an isolated structure at a distorted geometry. The level of theory is wB97M-V/def2-TZVPD.

Properties
Energy relative to the best compared isomer or geometry (same formula, charge and spin), kcal per mole: 6.2
Total charge: +1
HOMO, hartree: -0.4053

XYZ file:
```
57
Properties=species:S:1:pos:R:3:forces:R:3:lowdin_charge:R:1
Pt -0.3699 -0.5011 -0.6840 0.5 1.4 1.7 1.3798
O -2.7762 2.0160 3.4938 0.0 0.0 0.0 0.0795
C -1.4681 2.2228 3.7493 -0.1 0.0 0.0 -0.2476
C -1.0747 2.9652 4.8618 0.0 0.0 0.0 -0.0074
C 0.2591 3.1975 5.1251 0.0 0.0 0.0 -0.0479
C 1.2437 2.6870 4.2822 0.0 0.0 0.0 -0.0629
C 0.8639 1.9393 3.1924 0.0 0.0 0.0 -0.0072
C -0.4872 1.6880 2.8976 0.3 -0.1 0.0 -0.0677
C -0.7735 0.8890 1.7044 0.0 0.1 0.5 -0.3725
O 0.2651 0.3867 1.0752 0.1 -0.1 -1.1 -0.2651
N -2.0119 0.6978 1.3238 0.1 0.1 -0.2 0.1450
N -2.0442 0.0432 0.1483 -0.6 -0.9 0.1 -0.1753
C -3.1433 -0.2312 -0.4503 -0.1 0.2 0.0 0.0078
C -3.0159 -0.8305 -1.7611 0.1 -0.2 -0.1 -0.2153
C -4.0855 -1.0981 -2.5932 0.1 0.0 0.0 0.0273
C -3.8367 -1.6557 -3.8401 0.0 0.0 0.0 -0.0044
C -2.5346 -1.9244 -4.2192 0.0 0.0 0.0 0.0003
C -1.5031 -1.6294 -3.3424 0.0 0.2 -0.1 -0.0804
N -1.7392 -1.1014 -2.1467 0.6 -0.2 0.1 -0.0384
H -3.2990 2.4458 4.1812 0.0 0.0 0.0 0.1203
H -1.8371 3.3612 5.5226 0.0 0.0 0.0 0.1224
H 0.5343 3.7819 5.9927 0.0 0.0 0.0 0.1171
H 2.2890 2.8731 4.4815 0.0 0.0 0.0 0.1110
H 1.6106 1.5263 2.5295 0.0 0.0 0.0 0.1172
H -4.0882 0.0276 0.0086 0.0 0.1 0.0 0.1588
H -5.0895 -0.8693 -2.2659 0.0 0.0 0.0 0.1325
H -4.6571 -1.8740 -4.5098 0.0 0.0 0.0 0.1282
H -2.3064 -2.3556 -5.1826 0.0 0.0 0.0 0.1269
H -0.4702 -1.8120 -3.5959 0.0 0.0 0.0 0.1325
O 1.6142 -0.7026 -1.2707 -0.2 -0.4 -0.1 -0.1668
C 2.3606 0.2862 -1.1064 0.0 0.3 -0.2 -0.1260
C 2.0026 1.6676 -1.0650 -0.1 -0.2 0.2 -0.1214
C 3.0435 2.5795 -0.8173 0.0 0.1 0.0 0.0703
C 2.7702 3.9177 -0.7862 0.1 -0.1 0.0 -0.1296
C 1.4761 4.4047 -0.9942 -0.1 0.0 0.0 0.0466
C 0.4432 3.5347 -1.2346 0.1 0.0 0.0 0.0328
C 0.6704 2.1451 -1.2775 0.2 -0.1 -0.2 -0.3241
O -0.3328 1.3653 -1.5691 -0.5 0.1 -0.1 -0.1670
N 3.8591 4.8645 -0.5115 0.0 0.0 0.0 -0.3555
O 3.5684 6.0396 -0.4526 0.0 0.0 0.0 0.0967
O 4.9707 4.4040 -0.3581 0.0 0.0 0.0 0.0910
H 3.4224 0.0467 -0.9960 0.0 0.0 -0.2 0.1575
H 4.0551 2.2341 -0.6498 0.0 0.0 0.0 0.1377
H 1.3103 5.4724 -0.9593 0.0 0.0 0.0 0.1321
H -0.5647 3.8891 -1.3955 0.0 0.0 0.0 0.1296
F 1.4575 -7.7875 -1.3253 0.0 0.0 0.0 0.1512
C 1.1968 -6.5681 -0.8767 0.0 -0.1 0.0 -0.1316
C 1.6137 -6.1846 0.3876 -0.1 0.1 0.0 -0.1358
F 2.2821 -7.0355 1.1521 0.0 0.0 0.0 0.1503
C 1.3231 -4.9077 0.8372 0.1 -0.1 0.1 -0.2575
F 1.7327 -4.5561 2.0595 0.0 0.0 0.0 0.0827
C 0.6207 -3.9923 0.0684 -0.2 0.1 -0.1 -0.4405
Se 0.2401 -2.3168 0.9061 -0.5 -0.3 -0.1 0.9468
C 0.2339 -4.4025 -1.1884 0.0 -0.2 -0.1 -0.2301
F -0.4419 -3.5662 -1.9945 0.0 0.0 0.0 0.0500
C 0.5080 -5.6702 -1.6711 0.0 0.1 0.0 -0.1384
F 0.1098 -6.0270 -2.8899 0.0 0.0 0.0 0.1344
```
Positions in Å, forces in eV/Å.